[1]
A structure of composition C27H30Cl4MoN4OS in a non-equilibrium geometry. Source: the Open Molecules 2025 dataset; level of theory: ωB97M-V/def2-TZVPD.

The geometry in ORCA input format:
```
! RIJCOSX wB97M-V def2-TZVPD def2/J DEFGRID3
* xyz 2 3
Mo -0.34 0.97 3.93
Cl 0.08 1.93 6.19
C 1.24 0.89 6.95
C 1.72 1.22 8.20
C 2.65 0.38 8.79
C 3.10 -0.75 8.13
C 2.61 -1.07 6.88
Cl 3.15 -2.48 6.06
C 1.66 -0.24 6.27
S 1.04 -0.69 4.67
H 1.36 2.10 8.71
H 3.03 0.62 9.77
H 3.84 -1.40 8.59
C 0.70 -2.38 -0.97
C 0.16 -1.84 -2.31
C 1.10 -2.34 -3.42
C -1.21 -2.50 -2.56
C 0.12 -0.26 -2.32
O 1.23 0.26 -1.59
C 0.16 0.40 -3.73
C -1.14 0.70 -4.51
C -1.84 -0.47 -5.15
C -3.17 -0.75 -4.85
C -3.85 -1.78 -5.47
C -3.20 -2.55 -6.43
Cl -4.03 -3.83 -7.21
C -1.88 -2.27 -6.76
C -1.21 -1.24 -6.13
C -1.07 0.39 -1.58
N -1.08 0.15 -0.14
C -0.31 0.69 0.78
N -0.69 0.23 1.99
C -1.75 -0.60 1.70
N -2.00 -0.65 0.43
H 0.86 -3.46 -1.06
H 0.00 -2.23 -0.16
H 1.65 -1.93 -0.70
H 1.25 -3.41 -3.31
H 2.09 -1.87 -3.37
H 0.68 -2.17 -4.41
H -1.08 -3.58 -2.54
H -1.62 -2.23 -3.53
H -1.93 -2.26 -1.78
H 2.05 0.02 -2.04
H 0.83 -0.16 -4.37
H 0.63 1.37 -3.55
H -0.84 1.38 -5.31
H -1.85 1.25 -3.89
H -3.68 -0.15 -4.11
H -4.88 -1.99 -5.23
H -1.39 -2.86 -7.52
H -0.18 -1.03 -6.40
H -2.02 0.05 -1.97
H -0.96 1.46 -1.72
H 0.54 1.31 0.57
H -2.29 -1.18 2.43
Cl -2.50 0.88 4.47
C 1.81 4.76 1.91
C 0.43 4.57 1.86
C -0.11 3.45 2.46
N 0.65 2.53 3.09
C 1.99 2.72 3.13
C 2.59 3.82 2.56
H 2.25 5.64 1.45
H -0.22 5.28 1.37
H -1.18 3.26 2.45
H 2.57 1.97 3.65
H 3.66 3.92 2.62
*
```

## Properties
Frontier orbital gap (alpha / beta): 4.116 / 3.990 eV
Energy relative to the best compared isomer or geometry (same formula, charge and spin): 27.4 kJ/mol
Maximum force: 1.96 eV/A
HOMO level (alpha / beta): -12.2 / -12.2 eV
Lowest unoccupied orbital energy (alpha / beta): -8.097 / -8.223 eV

=====

[2]
A structure of composition CH4N4 in a non-equilibrium geometry. Source: the Open Molecules 2025 dataset; level of theory: ωB97M-V/def2-TZVPD.

The geometry in ORCA input format:
```
! RIJCOSX wB97M-V def2-TZVPD def2/J DEFGRID3
* xyz 0 1
C -1.30 -0.99 -0.04
N -2.17 0.03 0.07
N -1.17 0.96 0.03
N -0.18 -0.13 -0.27
N 1.16 -0.22 0.04
H -1.21 -2.05 -0.23
H -1.29 1.73 -0.60
H 1.31 -0.06 1.01
H 1.58 0.61 -0.51
*
```

## Properties
Frontier orbital gap: 9.967 eV
Energy relative to the best compared isomer or geometry (same formula, charge and spin): 493.1 kJ/mol
Maximum force: 3.29 eV/A
HOMO level: -9.0 eV
Lowest unoccupied orbital energy: 0.999 eV

=====

[3]
The ion C9H18N3 with charge +1 in a non-equilibrium geometry. Source: the Open Molecules 2025 dataset; level of theory: ωB97M-V/def2-TZVPD.

The geometry in ORCA input format:
```
! RIJCOSX wB97M-V def2-TZVPD def2/J DEFGRID3
* xyz 1 1
C 1.24 -0.25 1.91
C 1.73 -0.89 0.63
C -0.54 -0.66 -0.19
C 2.26 -0.07 3.00
C -1.49 -1.76 0.08
C -2.24 1.15 -0.16
C -1.26 0.34 -2.33
C 0.13 1.69 -0.75
C -0.97 0.63 -0.84
N 0.05 0.08 2.01
N 0.82 -1.05 -0.31
N 2.98 -1.26 0.49
H 2.62 -1.03 3.35
H 1.78 0.44 3.83
H 3.09 0.54 2.65
H -1.03 -2.55 0.67
H -1.85 -2.20 -0.86
H -2.36 -1.39 0.61
H -2.09 1.19 0.91
H -3.10 0.53 -0.38
H -2.45 2.15 -0.52
H -1.60 1.26 -2.80
H -0.37 0.00 -2.86
H -2.05 -0.40 -2.44
H -0.20 2.60 -1.25
H 1.06 1.37 -1.21
H 0.31 1.94 0.30
H 1.08 -1.52 -1.17
H 3.63 -1.11 1.25
H 3.34 -1.69 -0.35
*
```

## Properties
Frontier orbital gap (alpha / beta): 7.970 / 9.070 eV
Energy relative to the best compared isomer or geometry (same formula, charge and spin): 118.8 kJ/mol
Maximum force: 3.10 eV/A
HOMO level (alpha / beta): -12.2 / -13.0 eV
Lowest unoccupied orbital energy (alpha / beta): -4.269 / -3.974 eV

=====

[4]
An isolated molecule of C4H3NS in a non-equilibrium geometry. Source: the Open Molecules 2025 dataset; level of theory: ωB97M-V/def2-TZVPD.

The geometry in ORCA input format:
```
! RIJCOSX wB97M-V def2-TZVPD def2/J DEFGRID3
* xyz 0 1
C -1.15 -0.74 -0.02
C 0.17 -0.84 0.05
C 1.02 0.41 0.11
C 0.25 1.64 0.04
H -1.72 0.12 -0.06
H -1.65 -1.73 -0.11
H 0.73 -1.83 0.02
N -0.32 2.65 -0.01
S 2.66 0.32 -0.02
*
```

## Properties
Frontier orbital gap: 7.837 eV
Energy relative to the best compared isomer or geometry (same formula, charge and spin): 36.4 kJ/mol
Maximum force: 3.63 eV/A
HOMO level: -9.7 eV
Lowest unoccupied orbital energy: -1.827 eV

=====

[5]
A cluster of 4 separate species, C39H82BrN3O11PSSi in total in a non-equilibrium geometry. Source: the Open Molecules 2025 dataset; level of theory: ωB97M-V/def2-TZVPD.

The geometry in ORCA input format:
```
! RIJCOSX wB97M-V def2-TZVPD def2/J DEFGRID3
* xyz 1 1
C 3.40 -2.77 3.39
C 2.65 -3.28 2.15
C 1.61 -2.31 1.66
N 2.10 -1.10 1.45
N 1.30 -0.13 1.06
C 2.01 1.14 0.87
C 1.94 2.04 2.11
O 2.96 1.75 3.02
Si 4.55 2.26 2.84
C 4.69 3.48 1.43
C 5.20 3.00 4.40
C 5.57 0.75 2.42
C -0.01 -0.29 0.86
P -0.98 1.15 0.22
S -1.04 1.16 -1.71
C -0.60 -1.56 1.02
C -2.07 -1.73 0.73
C -2.93 -1.63 1.99
C -4.42 -1.90 1.70
C -5.34 -0.79 2.22
N -6.48 -1.24 3.03
C -7.71 -1.29 2.23
C -6.62 -0.33 4.14
C -6.23 -0.89 5.47
O -6.99 0.79 3.97
C 0.24 -2.61 1.44
C -0.29 -4.01 1.63
Br -0.33 -4.38 3.53
C 0.39 -5.06 0.72
C 0.86 -6.37 1.34
H 4.31 -2.24 3.12
H 2.78 -2.07 3.96
H 3.63 -3.59 4.06
H 2.18 -4.22 2.40
H 3.36 -3.46 1.34
H 3.04 0.86 0.67
H 1.61 1.62 -0.03
H 0.99 1.85 2.62
H 1.92 3.09 1.79
H 5.74 3.80 1.39
H 4.41 3.08 0.46
H 4.10 4.38 1.63
H 6.16 3.47 4.14
H 4.57 3.77 4.84
H 5.41 2.23 5.14
H 6.61 1.05 2.25
H 5.55 0.02 3.23
H 5.20 0.26 1.52
H -0.42 2.27 0.84
H -2.19 1.01 0.89
H -2.39 -0.99 -0.01
H -2.25 -2.69 0.24
H -2.83 -0.64 2.42
H -2.56 -2.36 2.72
H -4.56 -2.00 0.62
H -4.74 -2.85 2.13
H -4.76 -0.08 2.81
H -5.73 -0.22 1.37
H -7.62 -2.08 1.48
H -7.93 -0.34 1.74
H -8.56 -1.56 2.87
H -5.46 -1.65 5.36
H -7.11 -1.39 5.89
H -5.92 -0.10 6.15
H -1.35 -3.99 1.36
H 1.23 -4.59 0.21
H -0.34 -5.30 -0.06
H 0.03 -6.99 1.64
H 1.51 -6.22 2.20
H 1.43 -6.92 0.59
C -5.82 2.82 2.20
O -5.22 3.88 1.50
C -5.60 5.19 1.84
C -4.42 6.06 2.21
O -3.74 5.71 3.40
C -2.99 4.52 3.49
C -1.71 4.47 2.68
O -1.92 4.43 1.29
C -1.26 5.43 0.53
H -6.70 2.42 1.68
H -5.07 2.03 2.28
H -6.12 3.11 3.21
H -6.33 5.19 2.66
H -6.08 5.65 0.97
H -4.84 7.05 2.43
H -3.74 6.18 1.36
H -3.60 3.63 3.31
H -2.67 4.49 4.54
H -1.20 3.54 2.98
H -1.07 5.30 2.96
H -1.10 6.34 1.11
H -1.90 5.67 -0.32
H -0.30 5.07 0.15
C -0.37 4.98 -4.55
O 0.82 4.22 -4.57
C 0.67 2.82 -4.44
C 1.33 2.03 -5.54
O 0.77 2.18 -6.83
C 0.93 3.41 -7.53
C 2.33 3.71 -8.01
O 3.25 3.93 -6.96
C 4.42 3.15 -6.98
H -0.60 5.33 -3.54
H -0.23 5.84 -5.20
H -1.23 4.40 -4.92
H -0.39 2.55 -4.37
H 1.16 2.52 -3.50
H 1.15 0.97 -5.30
H 2.41 2.18 -5.54
H 0.52 4.25 -6.97
H 0.32 3.28 -8.43
H 2.26 4.63 -8.61
H 2.68 2.91 -8.66
H 4.26 2.19 -7.48
H 4.72 2.96 -5.95
H 5.24 3.67 -7.49
C 3.89 -7.13 -4.50
O 2.88 -6.20 -4.16
C 1.69 -6.73 -3.63
C 1.29 -6.10 -2.31
O 2.16 -6.33 -1.23
C 3.46 -5.76 -1.22
C 3.50 -4.26 -1.02
O 2.96 -3.51 -2.09
C 1.88 -2.68 -1.77
H 3.82 -7.42 -5.55
H 4.85 -6.65 -4.33
H 3.83 -8.02 -3.87
H 1.76 -7.81 -3.51
H 0.86 -6.53 -4.33
H 0.36 -6.58 -2.02
H 1.08 -5.03 -2.45
H 4.06 -6.06 -2.08
H 3.93 -6.19 -0.33
H 4.55 -3.97 -0.90
H 2.98 -4.02 -0.09
H 1.30 -3.09 -0.94
H 1.22 -2.61 -2.64
H 2.21 -1.67 -1.51
*
```

## Properties
Frontier orbital gap: 6.202 eV
Maximum force: 1.22 eV/A
HOMO level: -10.5 eV
Lowest unoccupied orbital energy: -4.252 eV

=====

[6]
A cluster of 2 separate species, CH4O2SSi in total in a non-equilibrium geometry. Source: the Open Molecules 2025 dataset; level of theory: ωB97M-V/def2-TZVPD.

The geometry in ORCA input format:
```
! RIJCOSX wB97M-V def2-TZVPD def2/J DEFGRID3
* xyz 0 1
C 2.36 0.29 0.08
O -1.72 -1.05 0.11
O 1.69 1.28 0.06
Si -2.18 0.44 -0.04
S -0.38 -2.19 -0.16
H 3.42 0.35 0.50
H -3.05 0.54 1.07
H -2.15 1.05 -1.29
H 2.01 -0.70 -0.31
*
```

## Properties
Frontier orbital gap (alpha / beta): 5.723 / 5.722 eV
Energy relative to the best compared isomer or geometry (same formula, charge and spin): 271.0 kJ/mol
Maximum force: 2.80 eV/A
HOMO level (alpha / beta): -7.6 / -7.6 eV
Lowest unoccupied orbital energy (alpha / beta): -1.866 / -1.867 eV

=====

Which formula does entry 3 have?
C9H18N3

=====

Which formula does entry 1 have?
C27H30Cl4MoN4OS

=====

Among the records above, which one has the highest maximum force?
C4H3NS